# 1
# C29H28F3N2O3P2Pd

A molecular structure, C29H28F3N2O3P2Pd (ωB97M-V/def2-TZVPD, OMol25).

```
68
Properties=species:S:1:pos:R:3:lowdin_charge:R:1
C -2.299 7.847 -2.294 -0.579
C -0.273 1.743 0.308 -0.166
C -2.542 -5.100 0.306 -0.092
P 0.047 -1.957 -0.262 0.902
H -1.205 -3.399 -4.898 0.093
C -0.113 5.179 -0.761 -0.034
O 1.703 0.114 4.114 -0.328
H -0.219 -3.432 4.408 0.081
C -0.991 4.088 -0.672 -0.268
H 4.182 -3.317 -0.936 0.099
H -3.000 3.447 -1.075 0.111
C -1.818 1.374 3.513 -0.157
C -1.042 -0.510 -2.341 -0.089
C -0.635 -1.785 -1.966 -0.347
H -0.967 0.297 -1.615 0.050
C -0.699 -2.820 -2.897 -0.112
H -3.566 -5.334 0.044 0.098
H -1.928 -1.123 -5.554 0.093
H 6.125 -1.790 -0.742 0.098
H 1.079 -4.220 1.273 0.099
N 2.549 -0.450 -0.289 0.072
H 0.176 7.216 -1.337 0.110
C 0.068 -4.477 0.978 -0.136
C -0.522 6.392 -1.282 -0.030
C -0.658 -3.589 0.184 -0.356
H 3.355 1.395 0.037 0.110
H 2.968 0.288 2.477 0.043
H 1.782 -3.474 -0.978 0.097
H -1.815 0.726 -3.912 0.100
C 5.119 -1.409 -0.616 -0.098
C -0.495 -5.665 1.418 -0.096
C -1.567 -1.308 -4.549 -0.106
H -0.394 -3.822 -2.613 0.101
H 0.088 -6.339 2.033 0.098
O -0.571 0.991 4.086 -0.325
H 5.726 0.636 -0.241 0.090
C -2.309 4.277 -1.137 -0.030
C -1.826 6.554 -1.732 -0.158
H -2.246 -6.909 1.426 0.094
C -1.160 -2.587 -4.182 -0.103
H -2.024 2.394 3.838 0.078
H 3.591 0.854 4.051 0.076
O -0.225 -1.412 4.207 -0.325
C 2.753 -1.737 -0.555 -0.392
C -2.718 5.485 -1.656 -0.032
C 4.905 -0.062 -0.334 -0.094
Pd 0.265 -0.132 1.074 0.175
H -3.737 5.605 -2.005 0.116
C -1.976 -3.915 -0.137 -0.096
C -0.584 2.842 -0.142 -0.190
C 3.597 0.359 -0.179 -0.157
C -1.507 -0.274 -3.631 -0.084
H 0.903 5.055 -0.409 0.110
F -1.348 8.801 -2.308 0.117
H 2.401 1.828 3.150 0.080
P 0.295 -0.136 3.313 0.638
N 1.639 -2.532 -0.649 -0.112
F -2.739 7.733 -3.572 0.115
C -1.803 -5.983 1.082 -0.105
H -1.764 1.350 2.419 0.027
H 0.086 -2.853 2.746 0.018
C 4.045 -2.263 -0.728 -0.033
H -2.616 0.716 3.865 0.076
F -3.346 8.364 -1.605 0.116
H 1.364 -2.734 3.981 0.080
C 2.716 0.812 3.403 -0.164
C 0.285 -2.675 3.807 -0.169
H -2.562 -3.237 -0.745 0.107
```

Summary:
Spin multiplicity ... 1
Frontier orbital gap ... 0.23092 Ha
Energy above the lowest of the compared OMol25 structures with the same formula, charge and spin ... 0.00 kJ/mol
Charge ... -1

---

# 2
# C29H28F3N2O3P2Pd

A molecular structure, C29H28F3N2O3P2Pd (ωB97M-V/def2-TZVPD, OMol25).

```
68
Properties=species:S:1:pos:R:3:lowdin_charge:R:1
O 1.452 -2.269 -3.234 -0.389
F 4.158 -1.611 7.176 0.110
C 1.721 -0.599 1.438 -0.169
C -1.361 -0.862 -4.153 -0.137
Pd -0.089 -0.474 -1.306 0.301
H 4.655 0.539 -3.488 0.074
H -1.442 1.028 2.657 0.108
C 3.974 -0.755 4.969 -0.155
H -6.471 0.406 3.835 0.092
C 1.075 -0.556 0.403 -0.143
H 2.486 1.471 2.906 0.105
C -0.752 2.015 -0.510 -0.149
H -4.578 0.952 -3.281 0.103
O 1.436 0.289 -3.548 -0.404
H 2.411 -0.243 -5.292 0.076
C -2.761 0.028 -2.566 -0.386
H -5.346 -1.779 3.580 0.095
H -4.008 0.588 -5.668 0.100
H -0.074 3.030 3.151 0.094
H 4.883 -0.599 -2.148 0.071
H 1.399 -3.704 -1.733 0.077
H -5.776 2.323 2.443 0.096
C -3.632 -0.011 1.249 -0.371
C -5.287 1.364 2.329 -0.099
H 0.457 3.698 -1.039 0.096
C -4.029 -1.079 2.042 -0.121
H 2.074 1.497 -5.073 0.082
H 3.815 1.385 4.992 0.111
C 0.719 -3.084 -2.325 -0.192
H -0.459 -1.425 -4.354 0.097
H -3.988 0.579 -1.064 0.088
H 3.961 -2.882 4.716 0.116
H -1.914 -0.672 -6.215 0.093
H 0.755 0.374 -5.480 0.065
C -1.303 1.266 0.539 -0.420
C -0.277 2.754 2.125 -0.108
C 1.687 0.483 -4.921 -0.152
H 5.490 -1.008 -3.774 0.075
C -5.681 0.286 3.108 -0.110
C -3.353 0.226 -4.886 -0.090
C 2.899 -1.885 3.147 -0.028
C 0.257 3.497 1.090 -0.112
C -2.183 -0.461 -5.191 -0.089
P 2.114 -0.904 -2.632 0.826
H -3.953 2.064 0.811 0.107
C 4.683 -0.523 -3.220 -0.194
H 0.052 -3.717 -2.913 0.074
C 4.767 -0.859 6.222 -0.577
F 5.977 -1.454 6.047 0.109
P -2.149 -0.319 0.124 0.965
C -5.049 -0.938 2.966 -0.103
C -1.056 1.636 1.849 -0.113
C 3.557 0.476 4.464 -0.026
C 2.818 0.524 3.306 -0.027
F 5.036 0.319 6.815 0.117
C 3.637 -1.935 4.304 -0.032
C -3.664 0.447 -3.562 -0.028
H -3.522 -2.028 1.922 0.087
H 0.130 -2.410 -1.636 0.000
N -3.047 0.261 -1.259 -0.129
H 0.882 4.353 1.303 0.090
H 2.634 -2.794 2.629 0.111
H -0.961 1.756 -1.552 0.080
N -1.609 -0.585 -2.877 0.032
C -4.265 1.218 1.411 -0.114
O 3.497 -1.182 -3.562 -0.398
C 2.472 -0.652 2.619 -0.263
C 0.019 3.130 -0.228 -0.093
```

Summary:
Spin multiplicity ... 1
Frontier orbital gap ... 0.19787 Ha
Energy above the lowest of the compared OMol25 structures with the same formula, charge and spin ... 224.29 kJ/mol
Charge ... -1

---

# 3
# C29H28N6PtSi

A molecular structure, C29H28N6PtSi (ωB97M-V/def2-TZVPD, OMol25).

```
65
Properties=species:S:1:pos:R:3:lowdin_charge:R:1
C -1.906 -1.304 0.666 -0.355
Pt -0.088 -1.265 -0.109 1.138
C 0.568 -0.603 4.029 -0.052
H 5.041 -4.088 0.138 0.115
C -1.819 4.280 1.417 -0.053
H -2.445 0.020 -1.131 0.069
H -0.923 -0.410 2.510 0.073
C -0.752 -0.940 -4.371 -0.009
C 3.512 -3.223 -1.095 -0.101
H -0.216 -1.265 -5.249 0.113
H -0.838 1.257 0.525 0.018
C -5.945 -1.033 0.660 -0.184
C 2.967 -3.100 -2.360 -0.101
Si -4.689 -1.864 1.767 0.396
H -3.235 1.220 1.108 0.075
N 1.690 -1.814 -0.928 -0.048
C -0.198 -1.286 -3.129 -0.298
H 6.072 -5.261 -1.812 0.103
N 0.761 -1.332 1.750 -0.058
H 5.104 -5.048 -4.053 0.103
C -3.138 2.273 1.344 -0.041
H -0.038 -0.118 4.782 0.110
C -4.976 -3.710 1.779 -0.191
C -2.889 4.960 1.974 -0.105
H -0.886 4.799 1.228 0.104
C 0.070 -0.747 2.761 -0.129
C 2.004 -1.800 2.003 -0.300
H -2.327 0.059 -5.406 0.111
C -1.930 2.928 1.090 -0.325
C -1.980 -0.225 -2.071 -0.125
H -5.750 0.038 0.572 0.018
C 4.629 -3.996 -0.857 -0.004
H -5.134 2.444 2.080 0.096
H -4.554 -0.128 3.538 0.019
C 1.764 -2.240 -2.226 -0.292
C -4.093 4.314 2.217 -0.116
C 4.644 -4.523 -3.226 -0.070
N 0.977 -2.003 -3.210 0.167
H 3.071 -3.646 -4.433 0.115
C -1.912 -0.213 -4.445 -0.054
H -5.959 -3.966 2.180 0.029
H -4.907 -4.110 0.766 0.030
H -4.929 4.849 2.646 0.094
C -4.202 2.967 1.897 -0.101
N -0.832 -0.941 -1.985 -0.055
H 2.266 -1.014 5.297 0.111
H 0.025 2.704 0.534 0.085
H -6.961 -1.164 1.038 0.030
C 1.840 -1.098 4.306 -0.056
C 2.542 -1.701 3.296 -0.009
H -3.453 0.738 -3.252 0.111
N 2.826 -2.427 1.092 0.166
H -4.072 -1.710 4.149 0.030
H 3.528 -2.114 3.445 0.114
N -0.878 2.266 0.465 0.105
C 5.193 -4.646 -1.951 -0.070
H -5.786 -1.334 3.932 0.030
C -2.541 0.160 -3.261 -0.049
H -2.780 6.009 2.220 0.099
C -4.790 -1.193 3.508 -0.184
H -4.220 -4.211 2.387 0.030
C -3.018 -1.545 1.102 -0.209
C 2.644 -2.441 -0.179 -0.293
H -5.897 -1.466 -0.342 0.030
C 3.511 -3.745 -3.451 -0.004
```

Summary:
Spin multiplicity ... 1
Frontier orbital gap ... 0.25633 Ha
Energy above the lowest of the compared OMol25 structures with the same formula, charge and spin ... 0.00 kJ/mol
Charge ... 0